# 1
A structure of composition C3H26O10. Source: the Open Molecules 2025 dataset; level of theory: ωB97M-V/def2-TZVPD.

The geometry in XYZ format:
```
39
Properties=species:S:1:pos:R:3:mulliken_charge:R:1
O 1.032 -1.294 -0.954 -0.81
H 0.536 -0.567 -1.331 -0.33
H 0.973 -1.990 -1.609 0.35
O -0.419 -0.165 -1.823 -0.93
H -0.984 0.060 -1.084 -0.03
H -0.573 0.530 -2.463 0.21
O 0.702 -0.703 2.525 -0.53
H 1.417 -0.624 3.157 0.31
H 0.985 -1.395 1.927 0.68
O -0.866 -2.026 2.078 -0.81
H -0.445 -2.885 2.035 0.25
H -0.623 -1.599 1.257 0.94
O -1.718 0.215 -0.519 -0.70
H -1.983 0.895 0.100 0.38
H -1.687 -0.586 0.003 0.89
O 1.390 -1.827 1.003 -0.50
H 2.284 -1.765 1.339 0.28
H 1.483 -2.250 0.149 0.42
O -0.403 0.891 2.072 -0.89
H 0.413 1.382 1.978 0.28
H -0.124 0.002 2.291 0.60
O -1.821 -1.878 -1.112 -0.63
H -2.457 -1.627 -1.782 0.40
H -1.120 -1.232 -1.193 0.23
O -0.340 -0.783 0.654 -0.87
H 0.413 -0.824 1.244 -1.38
H 0.012 -1.034 -0.200 1.05
C 1.223 0.917 -0.415 -0.50
C 0.653 2.288 -0.760 0.66
C -0.676 2.213 -1.507 -1.57
O 0.418 3.037 0.336 -0.52
H 2.218 0.908 0.030 0.38
H 1.312 0.251 -1.274 0.63
H 0.628 0.288 0.247 0.17
H 1.390 2.844 -1.340 0.31
H -1.471 1.757 -0.918 0.57
H -0.516 1.629 -2.413 0.06
H -1.149 3.154 -1.787 0.60
H -0.106 3.793 0.061 0.35
```

For the total energy, the calculation gives -881.26585 hartree. The orbital gap comes out at 8.485 eV. The energy relative to the best compared isomer or geometry (same formula, charge and spin) comes out at 653.1 kcal/mol.

***

# 2
The molecule C5H10N2O. Source: the Open Molecules 2025 dataset; level of theory: ωB97M-V/def2-TZVPD.

The geometry in XYZ format:
```
18
Properties=species:S:1:pos:R:3:mulliken_charge:R:1
C 2.605 0.125 0.196 -0.96
N 1.182 0.090 0.032 0.18
C 0.227 1.159 -0.008 -1.02
C -0.934 -0.087 0.026 1.38
C -1.937 -0.252 -1.096 -1.72
N -1.595 -0.056 1.297 -0.68
C 0.323 -0.959 -0.080 0.19
O 0.515 -2.124 -0.338 -0.67
H 3.083 0.572 -0.679 0.30
H 2.962 -0.895 0.313 0.34
H 2.871 0.711 1.080 0.32
H 0.246 1.824 0.855 0.34
H 0.181 1.699 -0.953 0.30
H -2.349 -1.264 -1.078 0.37
H -1.452 -0.114 -2.060 0.39
H -2.752 0.459 -0.968 0.44
H -2.245 -0.823 1.400 0.25
H -0.932 -0.067 2.062 0.25
```

Its SMILES is CN1C[C@](C)(N)C1=O. For the total energy, the calculation gives -381.25231 hartree. The orbital gap comes out at 9.722 eV. The energy relative to the best compared isomer or geometry (same formula, charge and spin) comes out at 20.8 kcal/mol.

***

# 3
The molecule C3H6ClNO. Source: the Open Molecules 2025 dataset; level of theory: ωB97M-V/def2-TZVPD.

The geometry in XYZ format:
```
12
Properties=species:S:1:pos:R:3:mulliken_charge:R:1
N -0.673 0.519 -1.258 -0.59
C -0.739 -0.080 0.044 -0.07
C 0.545 -0.854 0.395 -0.18
O 1.586 -0.810 -0.504 -0.54
C 0.237 0.354 1.211 -0.15
Cl 1.252 1.718 1.057 -0.20
H -1.160 0.023 -1.997 0.20
H -1.044 1.456 -1.257 0.22
H -1.708 -0.443 0.474 0.27
H 0.458 -1.824 0.860 0.33
H 1.325 -0.271 -1.260 0.37
H -0.081 0.212 2.236 0.35
```

Its SMILES is N[C@H]1[C@@H](O)[C@H]1Cl. For the total energy, the calculation gives -708.05029 hartree. The orbital gap comes out at 10.167 eV. The energy relative to the best compared isomer or geometry (same formula, charge and spin) comes out at 40.0 kcal/mol.

***

# 4
The molecule C4H3NO2. Source: the Open Molecules 2025 dataset; level of theory: ωB97M-V/def2-TZVPD.

The geometry in XYZ format:
```
10
Properties=species:S:1:pos:R:3:mulliken_charge:R:1
N -1.942 -1.261 0.023 -0.16
C -1.158 -0.394 0.078 0.47
C -0.537 0.834 0.320 -0.56
C 0.769 0.957 -0.024 -0.11
C 1.577 -0.311 -0.215 0.54
O 2.581 -0.186 0.497 -0.59
O 1.044 -1.248 -0.837 -0.67
H -2.424 -1.934 -0.541 0.32
H -1.179 1.626 0.692 0.37
H 1.269 1.918 0.007 0.39
```

For the total energy, the calculation gives -359.36198 hartree. The orbital gap comes out at 8.169 eV. The energy relative to the best compared isomer or geometry (same formula, charge and spin) comes out at 68.0 kcal/mol.

***

# 5
A structure of composition C48H49As2NO3P2SW. Source: the Open Molecules 2025 dataset; level of theory: ωB97M-V/def2-TZVPD.

The geometry in XYZ format:
```
107
Properties=species:S:1:pos:R:3:mulliken_spin:R:1
W -0.232 -0.580 0.035 1.84
O 0.293 0.669 1.441 0.04
S 0.527 2.190 1.780 0.03
C -1.134 2.747 2.056 0.02
C -1.292 3.617 3.119 0.00
C -2.527 4.227 3.325 0.00
C -3.578 3.953 2.470 0.00
C -3.417 3.046 1.423 -0.01
C -2.193 2.423 1.202 -0.02
P -2.168 1.123 -0.054 0.05
C -3.332 1.507 -1.352 -0.03
C -2.959 2.478 -2.285 0.01
C -3.853 2.844 -3.277 0.00
C -5.104 2.237 -3.345 0.00
C -5.469 1.267 -2.419 0.00
C -4.588 0.899 -1.413 -0.01
C -2.671 -0.389 0.797 -0.09
C -2.943 -0.538 2.155 0.06
C -3.183 -1.809 2.665 -0.03
C -3.094 -2.946 1.860 0.03
C -2.740 -2.825 0.529 0.02
C -2.500 -1.548 -0.006 0.10
C 0.842 3.071 0.238 0.01
C 0.956 4.429 0.508 0.00
C 1.161 5.332 -0.523 0.00
C 1.253 4.868 -1.824 0.00
C 1.181 3.506 -2.083 -0.01
C 0.991 2.570 -1.063 -0.02
P 1.160 0.808 -1.525 0.00
C 0.756 0.686 -3.271 -0.07
C -0.554 0.354 -3.623 0.04
C -0.938 0.337 -4.955 0.00
C -0.015 0.646 -5.945 0.00
C 1.287 0.994 -5.602 0.00
C 1.674 1.027 -4.272 -0.01
C 2.892 0.398 -1.191 0.04
C 3.406 0.744 0.065 0.01
C 4.744 0.535 0.354 0.00
C 5.584 -0.029 -0.596 0.01
C 5.077 -0.396 -1.837 0.00
C 3.741 -0.184 -2.137 0.01
H -0.459 3.813 3.782 0.00
H -2.656 4.913 4.151 0.00
H -4.538 4.432 2.613 0.00
H -4.261 2.831 0.778 0.00
H -1.984 2.952 -2.233 0.00
H -3.580 3.605 -3.996 0.00
H -5.801 2.528 -4.120 0.00
H -6.447 0.807 -2.471 0.00
H -4.890 0.161 -0.680 0.00
H -3.005 0.330 2.800 0.00
H -3.456 -1.917 3.707 0.00
H -3.311 -3.920 2.278 0.00
H -2.672 -3.702 -0.102 0.00
H -2.449 -1.429 -1.093 0.01
H 0.877 4.796 1.526 0.00
H 1.247 6.388 -0.305 0.00
H 1.404 5.560 -2.641 0.00
H 1.282 3.173 -3.106 0.00
H -1.288 0.129 -2.854 0.00
H -1.958 0.091 -5.221 0.00
H -0.310 0.627 -6.986 0.00
H 2.000 1.252 -6.373 0.00
H 2.679 1.339 -4.023 0.00
H 2.791 1.175 0.845 -0.01
H 5.126 0.819 1.326 0.00
H 6.633 -0.176 -0.376 0.00
H 5.729 -0.830 -2.583 0.00
H 3.379 -0.465 -3.113 0.00
C -1.237 -3.026 -2.949 0.01
As 0.143 -2.662 -1.634 -0.13
C 1.777 -2.861 -2.639 0.01
C 0.127 -4.223 -0.487 0.02
C -0.227 -5.467 -0.998 0.00
C -0.187 -6.590 -0.181 0.00
C 0.215 -6.477 1.143 0.00
C 0.576 -5.238 1.656 0.00
C 0.529 -4.110 0.843 0.02
As 1.038 -2.387 1.522 0.00
C 2.964 -2.395 1.657 0.00
C 0.408 -2.268 3.352 0.00
H -1.311 -2.192 -3.642 0.00
H -2.196 -3.206 -2.466 0.00
H -0.956 -3.916 -3.510 0.00
H 1.806 -3.884 -3.012 0.00
H 2.634 -2.682 -1.996 0.00
H 1.777 -2.167 -3.479 0.00
H -0.534 -5.583 -2.029 0.00
H -0.466 -7.555 -0.582 0.00
H 0.254 -7.355 1.774 0.00
H 0.895 -5.164 2.689 0.00
H 3.237 -3.244 2.282 0.00
H 3.270 -1.461 2.122 0.00
H 3.405 -2.513 0.669 0.00
H 1.178 -2.667 4.010 0.00
H -0.502 -2.853 3.462 0.00
H 0.238 -1.220 3.596 0.00
N 2.277 1.575 6.641 0.00
C 2.993 0.916 5.496 0.00
C 2.027 0.924 4.291 0.00
O 0.875 1.365 4.540 0.00
O 2.466 0.460 3.230 0.00
H 2.665 2.488 6.880 0.00
H 2.258 1.014 7.492 0.00
H 1.311 1.705 6.260 0.00
H 3.242 -0.106 5.770 0.00
H 3.910 1.450 5.270 0.00
```

For the total energy, the calculation gives -7757.16502 hartree. The expectation value of S² is 2.0272. The spin multiplicity is 3. The orbital gap (alpha / beta) comes out at 6.148 / 6.623 eV. The charge is +4. The energy relative to the best compared isomer or geometry (same formula, charge and spin) comes out at 2.1 kcal/mol.

***

# 6
A structure of composition C51H61AsN3O2S4SbV. Source: the Open Molecules 2025 dataset; level of theory: ωB97M-V/def2-TZVPD.

The geometry in XYZ format:
```
124
Properties=species:S:1:pos:R:3:mulliken_charge:R:1
V 0.211 0.938 -0.001 -1.02
C -2.023 6.647 3.058 -1.63
C -2.233 5.490 4.044 2.26
C -3.736 5.205 4.167 -1.31
C -1.711 5.934 5.411 -2.33
C -1.515 4.242 3.525 -1.07
C -1.821 3.767 2.255 -0.19
C -1.144 2.656 1.771 -0.03
N -1.242 2.022 0.523 0.56
C -2.202 2.315 -0.471 -0.77
C -3.468 2.840 -0.287 -0.38
C -4.215 3.175 -1.413 -0.43
C -3.645 2.970 -2.670 -0.28
C -2.379 2.414 -2.882 -0.72
C -1.699 2.023 -1.734 0.28
O -0.483 1.397 -1.669 0.42
C -1.824 2.243 -4.299 2.83
C -2.566 3.121 -5.310 -2.38
C -1.978 0.776 -4.718 -1.51
C -0.344 2.647 -4.360 -1.40
C -5.606 3.802 -1.313 2.02
C -5.603 5.169 -2.011 -1.69
C -6.633 2.887 -1.996 -1.72
C -6.035 4.010 0.138 -2.03
C -0.078 2.120 2.492 0.94
O 0.663 1.281 1.729 -0.43
C 0.200 2.493 3.800 -1.33
C -0.557 3.563 4.284 -0.15
C 1.220 1.753 4.668 2.60
C 1.425 2.434 6.021 -2.47
C 0.679 0.338 4.914 -1.42
C 2.585 1.668 3.969 -1.60
H -2.490 7.558 3.439 0.47
H -0.958 6.839 2.913 0.33
H -2.459 6.430 2.082 0.27
H -4.272 6.102 4.489 0.46
H -4.157 4.881 3.214 0.06
H -3.917 4.414 4.898 0.33
H -2.202 6.864 5.703 0.45
H -1.918 5.191 6.182 0.38
H -0.634 6.112 5.390 0.44
H -2.565 4.259 1.644 0.97
H -3.864 2.940 0.712 1.15
H -4.218 3.258 -3.539 0.35
H -3.580 2.767 -5.502 0.40
H -2.617 4.161 -4.983 0.40
H -2.028 3.090 -6.260 0.49
H -3.023 0.465 -4.656 0.40
H -1.635 0.634 -5.746 0.47
H -1.397 0.122 -4.067 0.00
H -0.234 3.724 -4.208 0.43
H 0.254 2.145 -3.605 -0.09
H 0.060 2.398 -5.344 0.47
H -5.374 5.079 -3.073 0.33
H -6.582 5.644 -1.915 0.47
H -4.855 5.826 -1.563 0.33
H -6.377 2.713 -3.041 0.31
H -6.674 1.917 -1.498 0.38
H -7.628 3.337 -1.958 0.44
H -5.359 4.690 0.663 0.29
H -7.035 4.448 0.163 0.48
H -6.070 3.070 0.691 0.39
H -0.372 3.888 5.293 0.58
H 0.511 2.443 6.617 0.39
H 2.175 1.870 6.579 0.46
H 1.784 3.461 5.916 0.44
H -0.249 0.389 5.491 0.29
H 0.470 -0.177 3.977 0.21
H 1.408 -0.268 5.454 0.37
H 3.006 2.669 3.830 0.31
H 3.270 1.074 4.576 0.50
H 2.517 1.179 2.999 0.13
S 2.798 -3.010 0.617 -0.49
Sb 1.724 -3.440 2.614 0.34
S -0.667 -1.798 2.023 -0.42
S -0.118 -1.197 0.213 0.31
S 2.866 -2.412 4.287 -0.67
N 1.564 3.683 -0.780 -0.24
C 2.515 2.735 -0.526 0.47
C 3.854 3.076 -0.330 -1.02
C 4.774 2.076 -0.119 -0.45
C 4.377 0.743 -0.116 -0.97
C 3.050 0.469 -0.322 -0.30
N 2.128 1.448 -0.512 1.70
H 1.742 4.610 -0.432 0.23
H 0.593 3.400 -0.778 -0.06
H 4.140 4.119 -0.334 0.46
H 5.813 2.336 0.042 0.43
H 5.055 -0.078 0.065 0.62
H 2.696 -0.559 -0.311 -0.23
C -1.207 -4.440 -7.109 -0.40
C -1.841 -4.929 -5.976 -0.69
C -1.618 -4.337 -4.739 -0.38
C -0.750 -3.255 -4.612 0.30
C -0.125 -2.767 -5.758 -0.37
C -0.349 -3.355 -6.996 -0.77
As -0.581 -2.308 -2.881 1.41
C -0.821 -3.861 -1.727 0.34
C -1.973 -3.828 -0.945 -0.50
C -2.230 -4.827 -0.016 -0.55
C -1.326 -5.863 0.151 -0.43
C -0.180 -5.911 -0.632 -0.79
C 0.064 -4.924 -1.575 -0.24
C 1.320 -1.873 -3.043 0.99
C 2.433 -2.671 -2.803 -0.84
C 3.708 -2.192 -3.075 -0.69
C 3.889 -0.919 -3.598 -0.82
C 2.787 -0.112 -3.838 -0.70
C 1.514 -0.587 -3.550 0.16
H -1.380 -4.901 -8.073 0.36
H -2.514 -5.774 -6.052 0.38
H -2.120 -4.731 -3.863 0.34
H 0.552 -1.923 -5.688 0.34
H 0.150 -2.963 -7.874 0.39
H -2.656 -2.990 -1.035 0.33
H -3.118 -4.772 0.600 0.40
H -1.503 -6.624 0.900 0.35
H 0.538 -6.709 -0.498 0.39
H 0.948 -5.000 -2.190 0.31
H 2.333 -3.652 -2.369 0.20
H 4.564 -2.817 -2.854 0.39
H 4.888 -0.550 -3.796 0.38
H 2.913 0.890 -4.231 0.45
H 0.656 0.053 -3.714 -0.08
```

For the total energy, the calculation gives -7307.70461 hartree. The orbital gap (alpha / beta) comes out at 4.791 / 4.799 eV. The charge is -1. The energy relative to the best compared isomer or geometry (same formula, charge and spin) comes out at 5.9 kcal/mol.

***

# 7
A structure of composition Cr2F4H20O14P2. Source: the Open Molecules 2025 dataset; level of theory: ωB97M-V/def2-TZVPD.

The geometry in XYZ format:
```
42
Properties=species:S:1:pos:R:3:mulliken_spin:R:1
Cr 7.150 -4.241 -1.533 3.00
Cr 3.166 -3.385 2.487 2.99
O 6.878 -4.380 0.426 0.02
P 6.390 -4.593 1.813 0.01
O 5.092 -3.983 2.259 0.03
F 7.441 -3.996 2.775 0.00
F 6.269 -6.100 2.177 0.00
O 5.538 -3.148 -1.212 -0.03
P 4.183 -2.644 -0.802 -0.04
O 3.607 -2.841 0.584 -0.03
F 3.221 -3.348 -1.824 0.00
F 4.041 -1.148 -1.223 -0.01
O 4.769 -6.023 -0.558 0.01
H 4.886 -6.815 -0.013 0.00
H 3.836 -6.045 -0.826 0.00
O 1.016 -3.426 1.468 0.00
H 0.266 -3.219 2.054 0.00
H 0.607 -3.745 0.653 0.00
O 2.837 -5.300 1.847 -0.01
H 2.479 -5.565 0.955 0.00
H 2.891 -6.131 2.354 0.00
O 7.895 -2.274 -1.232 -0.02
H 7.370 -1.552 -1.614 0.00
H 8.556 -1.841 -0.659 0.00
O 1.362 -0.783 -1.994 0.00
H 2.297 -0.685 -2.157 0.00
H 1.223 -1.725 -1.859 0.00
O 2.414 -1.357 2.398 0.02
H 2.831 -0.604 2.858 0.00
H 1.607 -0.992 1.993 0.00
O 4.167 0.858 0.466 0.00
H 4.158 1.712 0.010 0.00
H 4.154 0.193 -0.234 0.00
O 5.749 -4.950 -3.000 0.01
H 5.844 -5.696 -3.626 0.00
H 4.871 -4.576 -3.181 0.00
O 1.854 -5.877 -0.650 0.00
H 1.519 -5.128 -1.159 0.00
H 1.323 -6.635 -0.951 0.00
O 6.080 -1.115 1.167 0.00
H 6.244 -0.358 0.589 0.00
H 6.669 -0.970 1.921 0.00
```

For the total energy, the calculation gives -4235.12303 hartree. The expectation value of S² is 12.0504. The spin multiplicity is 7. The orbital gap (alpha / beta) comes out at 3.947 / 5.588 eV. The charge is +4. The energy relative to the best compared isomer or geometry (same formula, charge and spin) comes out at 20.7 kcal/mol.

***

# 8
A cluster of 7 separate species, C18H48BrO6 in total. Source: the Open Molecules 2025 dataset; level of theory: ωB97M-V/def2-TZVPD.

The geometry in XYZ format:
```
73
Properties=species:S:1:pos:R:3:mulliken_spin:R:1
Br -0.442 0.072 0.090 0.11
C -2.772 -1.338 2.997 0.16
C -3.762 -1.454 1.849 0.00
C -4.246 -0.097 1.384 0.06
O -3.033 -2.079 0.797 -0.01
H -1.914 -0.745 2.680 0.17
H -2.445 -2.320 3.340 0.06
H -3.261 -0.788 3.801 -0.16
H -4.633 -2.052 2.117 -0.08
H -4.625 0.547 2.178 -0.07
H -4.928 -0.203 0.541 0.02
H -3.340 0.398 1.034 0.05
H -2.243 -1.535 0.775 0.01
C -3.635 2.130 -1.682 -0.01
C -2.725 2.090 -2.871 0.04
C -2.961 3.228 -3.904 0.08
O -1.430 2.348 -2.353 -0.05
H -4.660 1.964 -2.013 0.00
H -3.584 3.051 -1.101 0.00
H -3.423 1.259 -1.062 0.03
H -2.739 1.114 -3.356 -0.01
H -2.193 3.167 -4.676 0.03
H -3.040 4.246 -3.521 0.00
H -3.912 3.059 -4.407 -0.04
H -1.267 1.691 -1.672 0.00
C 0.372 -4.167 0.498 0.31
C 1.137 -3.506 -0.690 -0.91
C 1.982 -4.578 -1.327 0.76
O 0.318 -2.998 -1.727 0.02
H 0.965 -4.697 1.243 -0.17
H -0.390 -4.866 0.155 -0.10
H -0.237 -3.395 0.969 0.23
H 1.745 -2.670 -0.344 0.15
H 2.796 -4.965 -0.715 -0.37
H 2.381 -4.178 -2.259 0.13
H 1.374 -5.425 -1.645 -0.02
H 0.000 -2.206 -1.287 0.03
C 1.976 -0.714 5.265 1.87
C 1.870 -0.716 3.729 -0.40
C 1.540 -2.120 3.171 0.56
O 0.970 0.288 3.352 -0.48
H 2.596 -1.537 5.620 -0.64
H 0.987 -0.761 5.721 -0.14
H 2.506 0.128 5.710 -0.21
H 2.817 -0.457 3.255 -0.28
H 1.715 -2.010 2.101 0.65
H 0.507 -2.442 3.305 0.10
H 2.216 -2.871 3.580 -0.60
H 0.795 0.249 2.409 0.16
C 1.621 3.784 2.144 0.13
C 1.997 3.915 0.704 -0.14
C 3.108 2.976 0.258 0.16
O 0.827 3.632 -0.054 -0.06
H 1.532 2.744 2.459 0.04
H 0.754 4.381 2.425 0.01
H 2.396 4.124 2.832 -0.08
H 2.290 4.948 0.515 -0.01
H 2.880 1.924 0.430 0.01
H 4.015 3.066 0.855 -0.08
H 3.445 3.151 -0.764 0.02
H 0.453 2.792 0.224 0.03
C 2.720 -0.444 -3.311 0.22
C 1.742 0.684 -3.601 -0.10
C 0.522 0.096 -4.329 0.03
O 1.365 1.332 -2.418 -0.18
H 3.608 -0.192 -2.732 -0.01
H 3.092 -0.837 -4.257 -0.05
H 2.189 -1.278 -2.853 0.01
H 2.205 1.436 -4.239 0.01
H 0.880 -0.552 -5.130 0.00
H -0.122 0.863 -4.758 -0.02
H -0.019 -0.534 -3.623 0.01
H 0.774 0.854 -1.832 0.03
```

For the total energy, the calculation gives -3740.04041 hartree. The expectation value of S² is 0.7503. The spin multiplicity is 2. The orbital gap (alpha / beta) comes out at 1.460 / 8.668 eV. The charge is -2.